227
Properties=species:S:1:pos:R:3:forces:R:3:lowdin_charge:R:1 method="wB97M-V/def2-TZVPD" e_homo_ev="-6.2 / -6.7" homo_lumo_gap_ev="6.531 / 7.055" spin_multiplicity=6 s2=8.76
C -1.8734 5.4686 -0.5807 -0.6 1.9 -0.9 -0.07
C -0.8808 4.3745 -0.7331 0.7 -1.1 -0.5 -0.16
N 0.4078 4.5742 -0.0286 -0.9 2.1 -0.7 0.01
C 1.2340 5.7064 -0.1713 -0.4 -1.8 -0.2 0.02
C 2.2224 5.5152 0.7098 1.0 1.6 0.2 -0.06
N 1.9639 4.4112 1.4413 0.8 -1.1 0.5 -0.04
C 0.8543 3.8672 0.9706 0.0 -0.6 0.7 -0.08
C 2.8201 3.8964 2.5270 0.7 0.2 -0.6 0.04
H -2.7232 5.2992 -1.2757 0.5 -0.1 0.5 0.08
H -1.4582 6.4548 -0.9411 -0.2 -0.9 0.5 0.10
H -2.2855 5.6304 0.4074 0.1 -0.1 0.3 0.05
H -0.6713 4.2719 -1.7965 0.3 0.1 0.0 0.08
H -1.2296 3.3833 -0.4447 -0.2 0.0 0.3 0.13
H 1.1389 6.4181 -0.9478 -0.3 0.4 -0.5 0.12
H 3.0771 6.1488 0.8948 -0.1 -0.2 0.0 0.13
H 0.4011 2.9868 1.3700 -0.2 -0.3 0.0 0.13
H 3.2829 2.9271 2.3421 -0.3 -0.1 -0.5 0.08
H 2.2364 3.8265 3.4194 0.0 0.2 0.5 0.05
H 3.6687 4.5848 2.5981 -0.4 0.0 0.3 0.11
Mn -2.5589 -0.6603 0.0309 1.0 -1.1 0.2 0.95
C -4.3790 -3.2789 2.0009 0.8 1.0 -0.4 -0.03
C -4.3679 -4.0726 0.7044 0.7 0.8 0.7 -0.51
C -5.8073 -4.2174 0.2727 -1.3 0.6 1.3 -0.18
C -6.0606 -3.6976 -1.0811 -1.7 1.7 -0.7 -0.21
C -5.0463 -4.3275 -1.9799 -0.4 -0.8 0.3 -0.14
C -3.6983 -3.6718 -1.6550 -0.2 -0.6 -1.8 -0.52
N -3.7038 -3.2029 -0.2955 0.3 -0.6 0.1 -0.13
O -2.3994 -2.7258 0.0136 0.0 0.2 0.4 -0.32
C -3.4964 -2.4050 -2.5174 -0.4 0.1 -0.1 -0.03
C -2.6839 -4.6950 -2.1762 1.3 -0.3 1.7 -0.03
C -3.8011 -5.4248 1.0720 0.0 -0.6 -0.7 -0.02
H -3.3805 -3.0156 2.3497 0.2 -0.2 -0.1 0.06
H -4.8317 -3.8553 2.7795 -0.7 -0.1 0.5 0.08
H -4.8711 -2.3287 1.7766 -0.3 0.0 0.4 0.09
H -6.4655 -3.6207 0.9310 0.3 -0.4 0.1 0.12
H -6.1030 -5.2391 0.4048 -0.3 -0.7 -0.2 0.11
H -5.9775 -2.5769 -0.9534 0.2 -1.0 -0.8 0.13
H -7.1230 -3.8472 -1.3624 0.5 -0.3 -0.1 0.12
H -5.2180 -4.2348 -3.0518 -0.2 0.0 0.0 0.11
H -5.0776 -5.4535 -1.7101 0.4 1.6 -0.6 0.15
H -3.8467 -2.4971 -3.5491 0.0 -0.4 -0.1 0.07
H -2.4413 -2.1375 -2.5626 0.1 0.1 0.1 0.06
H -4.0746 -1.5880 -2.0875 0.1 0.1 0.1 0.05
H -2.8931 -4.9408 -3.2003 0.1 0.2 -0.7 0.08
H -2.6640 -5.6540 -1.6480 -0.4 0.1 0.1 0.08
H -1.6624 -4.3350 -2.0111 -0.1 0.1 -0.7 0.05
H -4.5084 -5.9059 1.7648 0.4 0.1 0.0 0.10
H -2.8456 -5.2670 1.5134 0.8 -0.2 0.6 0.05
H -3.6529 -6.1063 0.2314 -0.2 0.1 -0.1 0.08
C -0.9791 -0.8664 2.8526 -0.2 0.0 0.1 -0.02
C 0.3088 -0.4976 2.1429 -0.5 0.4 -0.5 -0.50
C 1.4433 -1.5359 2.2233 0.2 -0.1 0.9 -0.08
C 2.5973 -1.1992 1.2580 -0.6 0.9 -0.7 -0.15
C 2.0730 -1.3261 -0.1841 -0.8 -0.1 0.5 -0.14
C 0.9465 -0.3434 -0.3311 -1.3 2.7 -0.9 -0.46
N -0.0584 -0.4360 0.7408 0.0 -0.1 -1.6 -0.15
O -1.0468 0.5651 0.4876 0.1 0.1 0.4 -0.34
C 0.1705 -0.5620 -1.6689 0.3 -0.9 0.3 -0.03
C 1.5541 1.1609 -0.4570 -0.6 -0.8 -1.3 -0.02
C 0.6385 0.8810 2.6900 0.2 -0.3 -1.2 -0.05
H -1.4273 -1.7401 2.4022 -0.1 -0.5 -0.1 0.05
H -1.7241 -0.0270 2.7688 0.8 -0.8 0.4 0.09
H -0.6781 -1.0931 3.8652 -0.5 -0.1 0.6 0.07
H 1.0257 -2.5159 1.9928 0.0 0.0 -0.4 0.10
H 1.7764 -1.6814 3.2735 0.0 0.5 -0.4 0.12
H 3.4835 -1.7915 1.3749 0.4 -0.5 0.4 0.09
H 2.8893 -0.1246 1.3506 0.0 -0.8 0.3 0.08
H 1.6476 -2.3321 -0.3569 0.5 0.2 0.0 0.12
H 2.7574 -1.0144 -0.9753 0.5 -0.6 0.2 0.11
H 0.9357 -0.6142 -2.4565 -0.3 0.0 -0.1 0.06
H -0.5724 0.2151 -1.9125 0.4 -0.1 0.3 0.07
H -0.3676 -1.5467 -1.6225 0.4 0.7 -0.1 0.08
H 2.1738 1.3722 0.3991 0.1 0.5 0.2 0.03
H 0.7291 1.8908 -0.6197 0.5 -0.6 0.5 0.06
H 2.1903 1.2924 -1.3712 -0.3 -0.5 0.6 0.07
H 1.4857 1.2427 2.1580 0.8 0.7 -0.1 0.04
H 0.8212 0.9281 3.7211 0.4 -0.2 1.4 0.03
H -0.2124 1.5113 2.4938 -0.3 0.2 -0.2 0.05
C -6.2177 1.2979 -2.1453 -1.1 -0.2 0.2 -0.03
C -4.8820 1.9441 -1.7448 -0.6 0.3 -0.2 -0.53
C -4.9417 3.4996 -1.7753 -0.1 -1.2 -2.1 -0.14
C -5.6140 4.0434 -0.5933 -0.9 0.0 2.2 -0.18
C -4.8211 3.6279 0.6653 -0.7 -0.2 -0.2 -0.12
C -4.9128 2.1114 0.7652 -0.7 -1.0 0.6 -0.51
N -4.3552 1.5694 -0.4515 1.2 0.1 0.0 -0.14
O -4.1944 0.1876 -0.3237 -1.5 -0.1 -0.7 -0.35
C -6.3569 1.5227 1.0930 -0.1 1.2 -0.4 -0.02
C -4.0636 1.5566 1.9203 -1.7 1.3 0.3 -0.05
C -3.9365 1.4364 -2.8068 1.0 0.1 -1.1 -0.05
H -7.1127 1.6631 -1.5860 0.7 0.0 -0.5 0.08
H -6.1621 0.2194 -1.9121 0.1 0.4 -0.2 0.08
H -6.3742 1.4294 -3.2479 -0.1 -0.1 1.0 0.09
H -5.5225 3.7404 -2.6930 0.6 0.1 0.3 0.13
H -3.9078 3.8357 -1.8783 -0.1 0.2 -0.1 0.09
H -6.6301 3.5923 -0.4937 0.6 0.3 -0.2 0.11
H -5.8155 5.1056 -0.5796 0.3 0.5 -0.4 0.11
H -5.1943 4.0860 1.5772 -0.4 0.1 0.1 0.12
H -3.7690 3.9247 0.6081 0.0 -0.1 -0.2 0.09
H -7.1801 2.0375 0.5835 0.3 -0.1 -0.3 0.05
H -6.6426 1.6703 2.1457 0.5 -0.5 -0.1 0.08
H -6.3613 0.4824 0.7578 0.0 0.0 0.4 0.08
H -4.3712 0.5351 2.0357 0.4 -0.6 0.3 0.06
H -4.4996 2.1129 2.7850 1.0 -0.3 -0.1 0.10
H -3.0100 1.6709 1.7204 0.5 0.1 0.2 0.05
H -2.8952 1.7643 -2.6133 -0.5 -0.2 0.1 0.07
H -4.2287 1.7922 -3.8346 0.2 -0.2 0.9 0.10
H -3.9460 0.3404 -2.8232 0.0 0.3 0.0 0.06
N -1.2903 3.8909 3.6953 0.5 -1.2 -0.2 0.04
C -0.2243 3.5564 4.4781 0.8 1.0 0.8 -0.13
C 0.5661 4.6879 4.6375 -0.8 -0.8 -0.8 -0.11
C 0.0425 5.6642 3.7251 -0.2 0.6 0.7 -0.10
C -1.1238 5.1534 3.2316 0.7 0.2 -0.1 -0.15
H -1.7658 3.1649 3.1903 -0.7 0.0 0.0 0.13
H -0.0326 2.5622 4.8542 -0.4 0.1 0.1 0.10
H 1.3658 4.7251 5.3470 0.5 0.3 -0.1 0.10
H 0.3821 6.6673 3.4673 0.0 -0.3 0.5 0.10
H -1.8590 5.6278 2.6491 -0.7 0.3 -0.7 0.09
N 4.3429 -4.3015 0.0791 -1.7 -0.4 -1.0 0.03
C 4.0245 -3.9952 -1.2487 0.7 0.0 1.3 -0.12
C 5.2236 -3.6922 -1.8599 -0.8 0.0 -0.1 -0.10
C 6.2363 -3.8560 -0.8767 1.8 0.1 -1.1 -0.16
C 5.6816 -4.2891 0.2565 -0.2 -0.2 2.2 -0.17
H 3.6202 -4.6009 0.7108 0.0 -0.1 0.3 0.12
H 2.9829 -4.0109 -1.5669 0.5 0.1 0.0 0.08
H 5.2882 -3.4096 -2.8936 0.3 0.1 -0.1 0.09
H 7.3137 -3.7465 -0.8688 -0.1 0.2 -0.8 0.10
H 6.2049 -4.5755 1.1899 -0.8 0.3 -0.7 0.13
N 4.8142 0.9810 3.2157 0.4 -0.6 -1.2 0.03
C 3.9017 0.8200 4.2253 0.8 1.2 0.0 -0.12
C 4.3476 1.6749 5.2253 -2.0 -0.6 2.0 -0.12
C 5.5279 2.3274 4.8347 -0.2 0.4 1.0 -0.12
C 5.7878 1.8406 3.6252 0.9 0.2 -2.7 -0.18
H 4.8202 0.5523 2.2711 0.0 0.4 1.1 0.13
H 3.0013 0.2590 4.0498 0.1 -0.2 0.4 0.08
H 3.8519 1.7731 6.2086 0.3 0.0 -0.8 0.10
H 6.1215 3.1157 5.2796 -0.3 -0.3 0.4 0.10
H 6.5535 2.1796 2.9481 0.1 -0.4 -0.2 0.10
N 0.3796 2.8286 -3.8001 -0.6 0.6 -0.1 0.06
C -0.9255 3.2593 -3.9751 0.9 0.0 -0.6 -0.14
C -0.8788 4.6076 -4.2510 -1.0 0.1 0.4 -0.11
C 0.4854 5.0453 -4.2112 -1.1 0.4 0.1 -0.10
C 1.1700 3.9320 -3.9355 2.7 -1.7 0.4 -0.19
H 0.7336 1.8802 -3.6923 -0.3 0.4 -0.1 0.13
H -1.7371 2.5625 -4.0200 -0.2 0.0 0.1 0.08
H -1.8049 5.1697 -4.3384 0.4 0.2 -0.3 0.10
H 0.9893 5.9973 -4.3125 -0.5 0.1 -0.2 0.10
H 2.2452 3.8087 -3.8617 -0.1 0.0 0.1 0.10
N 2.1043 -0.4618 -5.2257 1.2 0.9 0.4 0.04
C 2.9960 -0.7463 -4.1959 -1.2 0.2 -1.0 -0.13
C 3.8426 0.3223 -4.1045 0.2 0.2 0.2 -0.12
C 3.4986 1.2954 -5.1084 -0.5 -0.4 0.2 -0.11
C 2.4252 0.7766 -5.7794 -0.5 -1.8 1.1 -0.14
H 1.3432 -1.0387 -5.5365 0.0 -0.2 0.0 0.10
H 2.8678 -1.6566 -3.6216 0.3 0.2 -0.1 0.09
H 4.5995 0.3688 -3.3446 0.3 0.2 0.0 0.07
H 3.8733 2.2899 -5.2939 0.3 -0.1 0.1 0.08
H 1.7251 1.0857 -6.5054 0.0 0.9 -0.9 0.08
N 2.4118 -4.3458 -5.6784 0.8 -0.5 0.6 0.01
C 1.3266 -3.7108 -6.1370 -1.1 0.5 -1.1 -0.17
C 0.4748 -3.4895 -5.1030 -0.4 0.2 1.2 -0.12
C 1.1350 -3.9659 -3.9238 0.5 -0.8 -0.6 -0.10
C 2.3524 -4.5668 -4.3276 -1.5 1.1 0.6 -0.10
H 3.1038 -4.7493 -6.2557 0.7 -0.1 -0.5 0.14
H 1.1736 -3.4332 -7.1720 0.3 -0.3 0.0 0.12
H -0.5483 -3.0823 -5.1496 0.9 -0.2 0.0 0.09
H 0.6538 -3.9079 -2.9600 0.4 -0.1 0.2 0.06
H 3.1759 -5.0576 -3.7909 -0.7 0.3 -0.3 0.11
N -1.1877 -0.2010 7.7679 1.8 -0.9 -0.4 0.03
C -0.0665 -0.5890 8.5296 -0.8 0.9 -2.3 -0.08
C 1.0149 -0.5348 7.6556 -0.3 0.7 1.3 -0.12
C 0.5649 -0.0640 6.4026 -2.1 -0.6 0.3 -0.12
C -0.8198 0.0170 6.4663 1.4 0.3 1.5 -0.14
H -2.1262 -0.0594 8.0223 -1.0 -0.2 0.9 0.13
H -0.1347 -0.8096 9.5666 0.0 -0.1 0.4 0.10
H 2.0162 -0.6516 8.0275 0.3 -0.2 -0.3 0.10
H 1.0065 0.1794 5.4897 1.4 -0.1 -0.9 0.04
H -1.5436 0.1959 5.7169 -0.5 0.4 -0.5 0.10
N -0.3682 -3.2818 6.3890 -0.5 0.5 -0.2 0.02
C -1.6873 -3.6121 6.2467 -1.4 -0.2 0.4 -0.14
C -1.7680 -4.9445 5.8231 -0.6 2.1 0.9 -0.11
C -0.4565 -5.3743 5.7421 1.1 -1.1 -1.1 -0.15
C 0.3864 -4.3400 6.0223 0.8 0.3 0.0 -0.15
H 0.0490 -2.3859 6.6116 -0.5 -0.1 0.0 0.09
H -2.5427 -2.9753 6.5639 1.1 -0.3 -0.4 0.11
H -2.6985 -5.4467 5.6420 0.0 -0.3 0.0 0.09
H -0.1144 -6.3113 5.3670 0.1 -0.5 -0.1 0.09
H 1.4483 -4.1820 5.8459 -0.3 -0.4 0.3 0.11
N 6.7342 4.1164 -2.6937 0.8 1.2 -0.1 0.01
C 6.6308 5.0514 -1.6866 -1.2 -1.4 0.4 -0.11
C 5.4416 4.7328 -1.0458 -0.4 1.9 0.2 -0.13
C 4.7306 3.7782 -1.8059 -0.9 -1.0 0.6 -0.12
C 5.5988 3.3679 -2.7669 0.8 0.0 -0.8 -0.15
H 7.5146 4.0784 -3.3440 -0.5 -0.1 0.3 0.16
H 7.2822 5.8909 -1.5349 0.4 -0.3 0.0 0.10
H 5.0325 5.2923 -0.2058 0.2 -0.1 -0.2 0.07
H 3.6949 3.3815 -1.6602 1.2 0.4 0.0 0.10
H 5.6092 2.6278 -3.5300 -0.6 -0.5 -0.3 0.09
N -2.9683 -0.6233 -5.9796 0.0 0.0 1.0 0.03
C -1.6655 -0.3885 -5.6873 0.9 1.0 -0.6 -0.14
C -1.2985 0.7735 -6.3548 0.8 -0.9 0.3 -0.11
C -2.4275 1.2583 -7.0546 0.3 -0.5 0.6 -0.09
C -3.4388 0.4162 -6.7184 -1.5 -0.3 -0.7 -0.15
H -3.4861 -1.2769 -5.4135 -0.4 0.1 -0.3 0.13
H -1.0901 -1.0642 -5.0808 0.0 0.1 0.1 0.08
H -0.2900 1.1567 -6.3832 -0.2 0.1 0.0 0.06
H -2.4783 2.0470 -7.7677 0.0 0.5 -0.1 0.09
H -4.4814 0.4755 -6.9824 0.0 -0.1 -0.1 0.11
N -0.4144 -4.5219 0.1171 -0.5 0.9 0.3 0.03
C 0.5772 -5.3000 -0.4516 -0.6 0.5 0.3 -0.16
C 1.2714 -5.9006 0.5632 0.9 -0.5 0.5 -0.14
C 0.6950 -5.4539 1.7993 0.5 -0.1 -0.4 -0.11
C -0.3223 -4.5956 1.4837 0.4 -0.5 -0.4 -0.17
H -1.1711 -3.8384 -0.2235 0.8 -0.6 0.1 0.10
H 0.7649 -5.3776 -1.5107 -0.4 0.0 0.0 0.08
H 2.1266 -6.5981 0.4188 -0.9 0.6 0.2 0.10
H 1.0085 -5.6769 2.7970 0.1 -0.2 0.3 0.07
H -0.9652 -4.0487 2.1602 -0.1 0.0 -0.3 0.10
N 6.0389 -0.6390 -0.0903 1.6 0.2 1.4 0.04
C 7.2556 -0.6747 0.5896 -0.5 -2.3 -0.3 -0.15
C 7.7307 0.5683 0.8606 -1.1 0.2 -0.5 -0.10
C 6.7285 1.4346 0.2623 0.0 0.6 1.2 -0.12
C 5.6781 0.6609 -0.2002 0.7 0.8 -0.7 -0.17
H 5.5487 -1.4734 -0.3496 -0.3 -0.2 -0.2 0.10
H 7.6286 -1.6789 0.8152 0.1 0.6 0.0 0.11
H 8.5965 0.7663 1.5030 -0.4 0.2 -0.7 0.10
H 6.7102 2.5231 0.3476 0.0 -0.4 -0.3 0.08
H 4.7897 0.9660 -0.7230 -0.1 0.1 0.0 0.09

---

14
Properties=species:S:1:pos:R:3:forces:R:3:lowdin_charge:R:1 method="wB97M-V/def2-TZVPD" e_homo_ev="-8.0 / -8.0" homo_lumo_gap_ev="8.166 / 8.170" e_above_lowest_kcal_mol=94.5
C -1.0020 0.4788 0.8857 -1.2 2.3 0.2 -0.33
C 0.4503 0.7396 -0.9285 0.6 -0.5 -0.3 -0.19
C -0.9826 0.7564 -0.6646 -0.9 0.2 -0.7 -0.22
C 0.6883 -1.4258 -0.1730 -1.4 2.1 0.4 -0.77
N -0.4654 -0.4482 1.4447 1.8 -2.4 -0.6 0.10
N 1.2570 -0.2266 -0.6411 -1.0 -1.4 0.4 0.04
N 1.5906 -2.2589 0.4178 0.1 -0.2 0.5 0.08
Cl -0.7032 -2.0793 -1.0611 1.1 -1.0 0.3 0.69
H -1.4579 1.3018 1.4709 -0.3 -0.4 -0.3 0.11
H 0.9962 1.6661 -1.1025 -0.5 0.1 -0.4 0.12
H -1.7371 0.0579 -1.0871 1.3 -0.2 0.3 0.07
H -1.4526 1.6605 -1.0260 0.3 0.9 0.7 0.10
H 1.3427 -3.0619 0.9842 -0.9 0.0 -0.7 0.10
H 2.0627 -1.6548 1.0638 0.9 0.4 0.1 0.09

---

19
Properties=species:S:1:pos:R:3:forces:R:3:lowdin_charge:R:1 method="wB97M-V/def2-TZVPD" e_homo_ev=-12.6 homo_lumo_gap_ev=8.100 e_above_lowest_kcal_mol=20.8 total_charge=+1
C 1.7220 -1.2993 -0.1417 1.0 1.7 0.7 0.01
C 1.9315 0.1021 -0.1134 -3.0 1.2 -1.0 -0.28
C 0.5390 -1.8715 -0.3693 -0.9 -1.3 -0.6 -0.06
C -2.7891 0.2594 0.3737 1.3 -0.9 0.2 -0.27
C 3.2578 0.5878 0.3265 -0.4 -2.3 0.0 0.02
C -4.0559 -0.0921 0.3659 -1.3 0.7 1.6 0.02
N 1.0066 1.0314 -0.4605 6.9 -0.5 2.1 0.26
O -0.4356 -2.3987 -0.6466 0.9 0.6 0.4 0.31
O -1.8585 0.3153 -0.6722 -2.6 0.4 -3.3 -0.12
H 2.6328 -1.6992 0.2825 -0.6 -1.6 -0.2 0.13
H 3.2655 0.5369 1.4096 0.0 0.2 0.4 0.12
H 3.3672 1.6073 0.0152 1.0 0.2 -0.4 0.10
H 3.9045 -0.2910 0.0153 0.3 2.0 0.0 0.13
H -4.7317 -0.2230 -0.4446 0.1 -0.2 -1.1 0.05
H 0.1116 0.8602 -0.6746 -4.4 -0.7 -1.0 0.04
H -4.6557 -0.0664 1.3163 1.2 -0.1 -0.8 0.09
H -2.2050 0.3308 1.2848 -0.3 0.3 0.2 0.11
H 1.3893 1.9479 -0.2675 -1.0 0.3 -0.4 0.14
H -2.3961 0.3622 -1.5993 1.9 -0.2 3.2 0.20

---

38
Properties=species:S:1:pos:R:3:forces:R:3:lowdin_charge:R:1 method="wB97M-V/def2-TZVPD" e_homo_ev=-12.8 homo_lumo_gap_ev=10.477 e_above_lowest_kcal_mol=21.6 total_charge=+1
C 0.0960 -0.0492 2.3956 1.0 -0.5 -1.3 -0.18
O 1.0139 1.0079 2.6143 0.0 1.7 0.9 -0.09
C -0.8474 0.3175 1.2159 -0.2 0.1 0.9 -0.28
C -1.9156 -0.7512 1.0685 -0.5 -1.5 -0.4 -0.15
C -2.8652 -0.5188 -0.1277 -0.5 -0.2 -0.8 -0.24
N -3.4741 0.8409 -0.0643 1.7 -0.6 1.3 0.00
N 0.0084 0.4126 -0.0252 -1.7 -1.3 0.5 0.19
H 0.7872 -0.9465 2.1409 -1.5 1.3 0.3 0.16
H -0.4450 -0.2490 3.3006 -0.5 -0.3 0.3 0.12
H 0.5953 1.7939 3.0654 0.5 -1.4 -0.7 0.15
H -1.3682 1.3089 1.3809 1.0 -1.0 -0.1 0.15
H -1.4420 -1.7736 0.9609 -0.3 1.1 -0.1 0.14
H -2.5196 -0.8608 2.0022 0.5 0.5 -0.5 0.14
H -2.3241 -0.6136 -1.1049 -0.3 0.2 0.9 0.10
H -3.6664 -1.3045 -0.1760 0.8 0.5 0.3 0.12
H -4.1356 0.9865 -0.7790 -1.0 0.1 -0.8 0.07
H -3.9051 0.9529 0.8493 -0.3 0.1 -0.3 0.09
H -0.5377 0.6777 -0.8560 0.2 -0.1 0.1 0.10
H 0.4213 -0.5430 -0.1868 0.1 0.4 0.1 0.10
H 0.7099 1.1031 0.1007 0.9 0.8 0.0 0.10
H 2.3080 1.2349 1.4040 -1.0 -0.1 2.2 0.00
H 3.3159 2.0548 0.6323 1.7 2.2 0.2 0.05
O 2.7435 1.3407 0.5846 -0.6 -2.0 -2.3 0.02
H 2.2882 -2.1040 -3.2964 1.1 -1.0 -1.8 0.05
H 2.6137 -1.3152 -1.9987 0.2 -0.1 -0.3 0.02
O 1.9103 -1.6597 -2.5818 -1.0 0.9 1.5 -0.03
H 2.2025 -1.8263 -0.0704 -1.9 -0.6 0.2 0.06
H 1.0553 -2.6076 -0.8027 0.1 0.4 0.6 0.07
O 1.2045 -2.0739 0.0066 1.6 0.0 -0.5 -0.10
H 3.3404 -0.0418 -0.1540 0.7 -1.0 -0.4 0.06
H 4.4759 -1.1913 -0.4504 0.0 0.3 0.2 0.09
O 3.5641 -0.9264 -0.6025 -0.4 0.9 0.4 -0.08
H -0.5970 -0.0322 -3.4278 -0.5 0.5 -1.7 0.04
H 0.4311 -0.8006 -2.6209 0.2 -0.1 -0.1 0.00
O -0.3943 -0.2875 -2.5566 0.1 -0.3 1.4 -0.04
H -1.3288 3.4623 -0.9973 0.1 0.3 -0.1 0.06
H -2.1004 2.3117 -0.3708 -1.0 -0.6 0.1 0.00
O -1.2193 2.6702 -0.4723 0.7 0.6 -0.2 -0.05